1.
ORCA calculation (ωB97M-V/def2-TZVPD) on C3H7Cl4Hg2O as an isolated structure.

Summary:
Net charge: +3
Molar mass: 602.1 g mol⁻¹

Geometry as XYZ:
```
17
Properties=species:S:1:pos:R:3:forces:R:3
C 1.882058 -2.357122 1.337470 0.2 -0.4 -0.1
Cl 1.506951 0.074034 -2.255632 0.0 0.0 0.3
Hg -5.113584 0.214775 -0.951869 0.1 -0.1 0.0
H 1.408389 2.220906 -1.270568 -0.1 -0.1 0.0
C 2.205784 1.500672 -1.489186 0.0 0.0 -0.2
Cl 3.378328 2.300038 -2.467624 0.2 0.0 0.1
Cl 3.236644 -2.786301 0.350170 0.1 0.1 -0.1
Hg -4.255175 1.913509 2.212648 0.3 0.0 0.0
H 2.633481 1.170964 -0.535983 0.1 0.1 0.0
O -3.544213 0.691616 0.539030 -0.8 -0.2 -0.2
H 2.072378 -1.438073 1.895930 0.0 0.0 0.0
H 1.769267 -3.185134 2.061786 -0.1 0.1 0.0
H -1.753125 1.456511 -0.245347 0.0 0.1 0.3
C -2.157781 0.518335 0.136149 0.7 0.5 -0.6
H -2.086985 -0.153594 -0.721645 -0.3 -0.3 0.2
H -1.549696 0.119101 0.945523 -0.2 0.0 0.2
Cl 0.367280 -2.260237 0.459149 0.0 0.1 0.0
```
Positions in Å, forces in eV/Å.

2.
ORCA calculation (ωB97M-V/def2-TZVPD) on a 2-piece molecular cluster, C3H7ClN overall.

Summary:
Net charge: +1
Molar mass: 92.5 g mol⁻¹

Geometry as XYZ:
```
12
Properties=species:S:1:pos:R:3:forces:R:3
N -0.918916 1.139048 0.921538 1.6 -0.9 3.8
H 4.009326 0.419391 -1.841592 -1.5 -1.7 0.9
H -0.441874 1.923655 0.587216 1.5 1.6 -0.8
C -0.262577 -0.192148 0.526654 -0.9 -1.3 -1.7
C -0.357050 -0.751882 -0.906516 -2.0 0.0 4.1
Cl 3.157606 -0.524280 -1.301980 1.5 1.7 -0.9
H -1.044259 1.350770 2.004389 0.0 -1.1 -2.7
C -1.140428 -1.291335 0.021376 0.9 0.6 -1.3
H 0.560163 -0.403332 1.136994 1.1 0.1 0.9
H -1.859136 -2.082363 0.295006 0.6 0.7 -0.1
H 0.036900 -0.701832 -1.874274 0.5 0.1 -1.1
H -1.739757 1.114306 0.431189 -3.4 0.2 -1.1
```
Positions in Å, forces in eV/Å.

3.
ORCA calculation (ωB97M-V/def2-TZVPD) on an isolated ion of composition C3H7ClN and charge +1.

Summary:
Net charge: +1
Molar mass: 92.5 g mol⁻¹

Geometry as XYZ:
```
12
Properties=species:S:1:pos:R:3:forces:R:3
H 2.556406 0.292727 -0.273070 -1.0 0.6 -0.2
Cl -3.438624 0.173023 -0.291825 -0.6 0.1 0.0
H 1.346588 1.555170 -0.364269 0.3 -0.7 -0.3
H 0.900979 -1.171247 -0.874855 -0.6 1.6 0.6
C 0.554530 -0.420729 -0.067504 0.0 -3.6 -0.2
H 0.540834 -1.164005 0.819103 0.5 1.7 -0.9
H 1.789368 0.872278 1.120092 -0.6 -0.5 -2.8
N 1.615960 0.638219 0.034158 1.2 0.5 3.9
H -2.095567 -1.380845 0.750966 0.3 -1.3 0.7
C -1.963768 -0.523665 0.168316 2.2 2.6 -1.6
C -0.819142 0.104791 -0.265245 -1.8 -1.8 1.5
H -0.987564 1.024287 -0.755863 0.1 0.8 -0.8
```
Positions in Å, forces in eV/Å.

4.
ORCA calculation (ωB97M-V/def2-TZVPD) on a 2-piece molecular cluster, C3H7ClO overall.

Summary:
Molar mass: 94.5 g mol⁻¹

Geometry as XYZ:
```
12
Properties=species:S:1:pos:R:3:forces:R:3
Cl -1.974180 -1.087008 -0.367458 0.5 -1.4 0.7
C 0.740787 -0.798833 0.382015 0.2 -0.4 -2.0
H 0.386452 -1.790844 0.756421 1.1 0.3 -0.5
H 1.429309 -0.325016 1.057251 -0.4 0.1 0.7
O 1.528084 -0.835256 -0.927352 2.9 1.0 3.9
H 3.057537 -0.441098 -0.271436 -4.3 -1.2 -2.3
C -0.902644 1.127768 -0.430398 1.2 2.8 -1.6
H -2.043983 1.234238 -0.308502 2.1 1.0 -0.2
C -0.584514 -0.053091 0.332313 -0.5 -2.2 -0.8
H -0.664799 0.937215 -1.535822 -0.4 0.5 1.6
H -0.159320 1.942118 -0.037354 -1.8 -0.7 -0.9
H -0.812733 0.089812 1.350320 -0.6 0.0 1.4
```
Positions in Å, forces in eV/Å.

Ordered HOMO level results: -18.55 -14.78 -13.33 -10.41; unit eV.
Ordered max |F| results: 1.034 4.538 4.112 5.059; unit eV Å⁻¹.
Ordered relative energy (zero: lowest compared OMol25 entry of this formula, charge and spin) results: 0.0 222.9 86.0 473.5; unit kJ/mol.